# 1
A cluster of 13 separate species, C20H68N22O13 in total in a non-equilibrium geometry, computed with ωB97M-V/def2-TZVPD.

Last column: Löwdin charge in e.
CARTESIAN COORDINATES (ANGSTROEM)
C -1.036 3.678 6.714  -0.071
C 0.350 3.798 6.135  -0.444
C 0.328 3.887 4.560  -0.156
O -0.294 2.783 3.932  -0.215
C -0.297 2.869 2.589  -0.134
N 1.089 4.905 6.726  0.029
H -1.386 2.670 6.494  0.063
H -1.812 4.275 6.235  0.088
H -0.967 3.706 7.801  0.080
H 0.783 2.892 6.559  0.121
H 1.351 4.155 4.296  0.123
H -0.258 4.770 4.305  0.127
H -0.949 2.111 2.154  0.086
H 0.699 2.681 2.187  0.091
H -0.789 3.801 2.312  0.087
H 2.033 4.819 6.379  0.065
H 1.164 4.840 7.731  0.071
C 2.714 0.459 2.255  -0.024
C 2.965 -0.742 1.262  -0.351
C 4.350 -1.415 1.234  -0.230
O 5.165 -0.453 0.682  -0.176
C 6.491 -0.882 0.503  -0.109
N 1.845 -1.710 1.370  0.049
H 2.989 1.424 1.830  0.062
H 3.233 0.440 3.214  0.070
H 1.672 0.446 2.574  0.045
H 2.776 -0.312 0.278  0.102
H 4.246 -2.435 0.864  0.122
H 4.699 -1.510 2.262  0.121
H 6.599 -1.513 -0.379  0.067
H 6.933 -1.405 1.352  0.090
H 7.144 -0.019 0.370  0.096
H 0.914 -1.318 1.348  0.044
H 1.863 -2.267 0.527  0.028
C -1.881 3.860 -1.800  -0.069
C -1.376 4.606 -0.582  -0.335
O -1.046 5.911 -0.966  -0.085
H -1.646 2.800 -1.709  0.054
H -1.641 4.278 -2.777  0.084
H -2.969 3.826 -1.750  0.066
H -0.386 4.196 -0.384  0.096
H -1.966 4.613 0.334  0.107
H -0.529 6.368 -0.299  0.082
C -0.376 -0.835 3.772  -0.775
O -1.221 -1.034 2.892  -0.018
N -0.360 0.083 4.680  0.201
N 0.602 -1.589 4.019  0.179
H -0.863 0.957 4.616  0.105
H 0.250 -0.214 5.428  0.121
H 0.747 -2.254 3.273  0.101
H 1.280 -1.139 4.617  0.126
C -3.048 -0.383 -5.254  -0.732
O -2.279 -0.354 -4.266  -0.035
N -2.740 -0.849 -6.446  0.185
N -4.221 0.108 -5.297  0.181
H -1.804 -1.198 -6.597  0.064
H -3.481 -0.717 -7.120  0.111
H -4.460 0.453 -4.379  0.128
H -4.845 -0.184 -6.036  0.127
C -2.554 -3.604 0.826  -0.820
O -3.189 -2.663 0.364  0.004
N -2.672 -4.809 0.435  0.181
N -1.657 -3.496 1.678  0.219
H -3.026 -4.927 -0.504  0.132
H -2.258 -5.503 1.041  0.120
H -1.570 -2.679 2.266  0.075
H -1.318 -4.429 1.863  0.120
C 3.236 2.896 -1.911  -0.821
O 4.297 3.415 -2.054  0.036
N 2.158 2.951 -2.680  0.182
N 3.000 2.270 -0.804  0.170
H 1.340 2.442 -2.377  0.079
H 2.101 3.550 -3.492  0.115
H 3.830 2.083 -0.260  0.107
H 2.077 1.932 -0.572  0.048
C 3.986 -0.706 -2.617  -0.709
O 2.954 -0.182 -3.168  -0.054
N 5.158 -0.295 -2.879  0.205
N 3.987 -1.760 -1.863  0.199
H 6.014 -0.497 -2.382  0.114
H 5.059 0.492 -3.504  0.134
H 4.813 -2.303 -1.660  0.120
H 3.073 -2.010 -1.512  0.060
C -4.773 0.191 2.797  -0.719
O -5.748 0.992 2.797  -0.023
N -4.121 -0.201 1.747  0.167
N -4.077 -0.141 3.881  0.152
H -3.297 -0.743 1.959  0.052
H -4.472 -0.113 0.803  0.119
H -3.249 -0.719 3.862  0.075
H -4.453 0.250 4.732  0.112
C 0.794 -1.008 -5.738  -0.801
O -0.001 -1.167 -6.631  0.031
N 0.503 -0.384 -4.649  0.178
N 2.053 -1.259 -5.762  0.183
H -0.461 -0.106 -4.533  0.069
H 1.255 0.083 -4.163  0.075
H 2.448 -1.705 -6.577  0.121
H 2.684 -1.127 -4.984  0.083
C -0.338 0.135 -0.682  -0.674
O 0.382 1.143 -0.593  -0.002
N -1.482 -0.052 -0.048  0.187
N -0.135 -0.921 -1.478  0.196
H -1.902 0.706 0.473  0.098
H -1.711 -1.016 0.149  0.063
H 0.653 -0.746 -2.085  0.077
H -0.933 -1.410 -1.856  0.103
C -4.852 -2.629 -2.628  -0.893
O -4.903 -3.011 -3.746  0.052
N -4.128 -1.619 -2.229  0.193
N -5.565 -3.187 -1.785  0.185
H -3.489 -1.322 -2.952  0.056
H -3.722 -1.539 -1.307  0.059
H -6.310 -3.835 -2.000  0.135
H -5.275 -2.963 -0.843  0.100
C 0.858 -3.885 -1.887  -0.798
O 1.736 -3.250 -1.369  0.019
N 0.174 -4.809 -1.287  0.174
N 0.362 -3.702 -3.041  0.215
H 0.522 -5.264 -0.456  0.126
H -0.514 -5.241 -1.888  0.105
H 0.702 -2.994 -3.677  0.124
H -0.406 -4.340 -3.190  0.121

Values from the calculation:
ΔE to the lowest compared entry with this formula, charge and spin ... 6.171 eV
Gap between HOMO and LUMO ... 8.5 eV
Highest occupied orbital energy ... -0.3205 hartree

# 2
A cluster of 13 separate species, C20H71N5O13 in total in a non-equilibrium geometry, computed with ωB97M-V/def2-TZVPD.

Last column: Löwdin charge in e.
CARTESIAN COORDINATES (ANGSTROEM)
C -2.357 8.936 -3.527  -0.066
C -2.480 7.697 -2.672  -0.466
C -1.233 6.787 -2.771  -0.174
O -0.975 6.241 -4.106  -0.203
C 0.361 5.801 -4.283  -0.106
N -2.783 8.138 -1.331  0.028
H -2.207 8.757 -4.592  0.080
H -1.495 9.544 -3.254  0.080
H -3.204 9.572 -3.270  0.072
H -3.302 7.065 -3.009  0.133
H -1.390 5.974 -2.063  0.113
H -0.370 7.322 -2.375  0.117
H 1.024 6.625 -4.020  0.082
H 0.536 5.595 -5.339  0.088
H 0.442 4.932 -3.629  0.084
H -3.172 7.312 -0.899  0.068
H -3.641 8.670 -1.321  0.070
C -5.574 -4.474 -0.624  -0.066
C -4.551 -3.379 -0.266  -0.391
C -4.135 -3.498 1.232  -0.215
O -3.239 -2.420 1.510  -0.205
C -2.693 -2.512 2.845  -0.100
N -3.342 -3.509 -1.136  0.038
H -6.522 -4.344 -0.101  0.079
H -5.069 -5.428 -0.473  0.076
H -5.766 -4.418 -1.696  0.071
H -5.022 -2.406 -0.413  0.131
H -3.664 -4.411 1.595  0.119
H -4.990 -3.468 1.908  0.115
H -1.957 -3.315 2.848  0.080
H -3.378 -2.841 3.627  0.080
H -2.226 -1.594 3.202  0.083
H -3.015 -4.465 -1.127  0.062
H -2.489 -3.099 -0.782  0.056
C -2.695 4.437 7.765  -0.056
C -2.050 4.221 6.406  -0.461
C -1.100 5.302 5.912  -0.210
O -0.621 5.086 4.613  -0.201
C -1.532 4.964 3.539  -0.104
N -1.425 2.912 6.330  0.033
H -3.077 3.494 8.156  0.078
H -3.491 5.178 7.699  0.076
H -2.016 4.825 8.524  0.074
H -2.815 4.077 5.644  0.124
H -0.230 5.374 6.564  0.133
H -1.679 6.225 5.889  0.123
H -0.998 5.172 2.612  0.085
H -2.301 5.737 3.549  0.091
H -1.922 3.946 3.507  0.084
H -0.962 2.835 5.435  0.058
H -0.632 2.845 6.952  0.071
C 2.592 -5.926 2.754  -0.085
C 3.509 -6.816 2.017  -0.483
C 2.749 -8.020 1.395  -0.152
O 2.133 -8.856 2.458  -0.201
C 1.814 -10.188 2.007  -0.106
N 4.138 -6.041 0.986  0.045
H 2.197 -6.312 3.694  0.080
H 1.715 -5.610 2.190  0.085
H 3.045 -4.983 3.059  0.074
H 4.233 -7.280 2.686  0.140
H 3.522 -8.546 0.835  0.109
H 1.980 -7.796 0.656  0.127
H 2.721 -10.703 1.690  0.082
H 1.077 -10.135 1.207  0.080
H 1.297 -10.758 2.779  0.082
H 4.868 -5.514 1.445  0.080
H 4.716 -6.774 0.599  0.069
C -0.412 0.323 -1.761  -0.064
C 0.954 0.280 -1.069  -0.372
C 1.295 1.634 -0.281  -0.207
O 2.324 1.453 0.621  -0.221
C 2.731 2.543 1.390  -0.103
N 0.741 -0.781 -0.094  0.024
H -1.203 0.196 -1.023  0.075
H -0.557 -0.424 -2.542  0.079
H -0.401 1.288 -2.268  0.070
H 1.793 0.126 -1.748  0.136
H 0.462 2.200 0.136  0.123
H 1.796 2.351 -0.931  0.114
H 2.288 2.749 2.365  0.085
H 2.546 3.457 0.825  0.085
H 3.800 2.365 1.503  0.090
H 1.413 -0.684 0.653  0.058
H -0.122 -0.692 0.424  0.061
O 4.190 -2.459 -5.369  -0.048
H 5.137 -2.529 -5.493  0.024
H 4.013 -1.518 -5.400  0.010
O 2.168 -4.270 -1.987  -0.056
H 1.708 -3.591 -1.494  0.011
H 2.691 -4.731 -1.332  0.004
O -2.273 -0.277 -6.786  -0.050
H -1.346 -0.108 -6.957  0.031
H -2.618 0.563 -6.484  0.031
O 5.285 0.897 -1.376  -0.041
H 4.606 0.759 -0.716  0.017
H 6.100 0.941 -0.875  0.019
O 4.276 1.313 -4.877  -0.050
H 4.738 2.057 -5.261  0.030
H 4.596 1.271 -3.976  0.011
O 0.014 -3.828 -5.798  -0.047
H -0.370 -3.217 -6.427  0.017
H -0.735 -4.301 -5.436  0.023
O 8.089 1.117 1.229  -0.048
H 7.972 0.890 2.151  0.031
H 8.987 0.853 1.028  0.032
O -3.988 -3.632 -5.467  -0.055
H -3.634 -2.816 -5.820  0.016
H -3.934 -3.526 -4.517  0.018

Values from the calculation:
ΔE to the lowest compared entry with this formula, charge and spin ... 2.359 eV
Gap between HOMO and LUMO ... 9.5 eV
Highest occupied orbital energy ... -0.3397 hartree

# 3
A structure of composition C20H8B4Br4O34V in a non-equilibrium geometry, computed with ωB97M-V/def2-TZVPD.

Last column: Löwdin charge in e.
CARTESIAN COORDINATES (ANGSTROEM)
O 1.163 -2.274 -0.531  -0.281
V 1.394 -1.092 0.501  0.984
O 2.956 -1.038 0.878  -0.322
O -2.763 5.433 0.060  0.158
C -1.874 5.115 0.786  -0.392
O -1.601 3.912 1.258  0.229
B -0.357 3.922 2.056  -0.867
O 0.064 5.326 2.055  0.227
C -0.792 6.069 1.365  -0.384
O -0.744 7.258 1.248  0.133
O 0.644 2.972 1.498  0.254
C 0.703 1.914 2.269  -0.356
O 1.290 0.891 2.031  0.086
C -0.166 2.178 3.524  -0.376
O -0.604 3.423 3.414  0.235
O -0.421 1.382 4.377  0.164
O 1.242 -4.649 8.286  0.129
C 0.713 -4.493 7.222  -0.399
O 0.623 -3.383 6.519  0.235
B -0.114 -3.631 5.260  -0.859
O -0.452 -5.067 5.295  0.231
C -0.025 -5.608 6.423  -0.394
O -0.116 -6.754 6.756  0.131
O 0.723 -3.300 4.068  0.265
C -0.029 -2.645 3.225  -0.337
O 0.235 -2.434 2.062  0.062
C -1.334 -2.240 3.931  -0.371
O -1.277 -2.756 5.167  0.238
O -2.183 -1.533 3.499  0.177
O -4.266 1.784 -4.750  0.157
C -3.915 1.030 -3.895  -0.392
O -3.011 1.250 -2.951  0.239
B -3.151 0.200 -1.921  -0.877
O -3.950 -0.853 -2.559  0.219
C -4.452 -0.403 -3.702  -0.389
O -5.177 -1.008 -4.437  0.134
O -1.852 -0.324 -1.432  0.242
C -1.697 -0.034 -0.173  -0.349
O -0.744 -0.342 0.502  0.054
C -2.992 0.642 0.339  -0.369
O -3.798 0.727 -0.711  0.240
O -3.225 0.978 1.456  0.183
O -1.388 4.129 -5.640  0.159
C -0.610 3.932 -4.762  -0.373
O -0.056 2.759 -4.430  0.234
B 0.916 2.973 -3.364  -0.851
O 0.913 4.405 -3.074  0.237
C -0.058 4.987 -3.771  -0.381
O -0.467 6.104 -3.666  0.157
O 2.248 2.483 -3.744  0.247
C 2.602 1.458 -3.000  -0.364
O 3.610 0.822 -3.138  0.139
C 1.482 1.250 -1.961  -0.335
O 0.589 2.164 -2.120  0.277
O 1.486 0.348 -1.157  0.078
Br -1.171 -4.985 -3.551  0.578
C -1.482 -3.867 -1.967  -0.685
C -2.642 -4.431 -1.194  -0.699
Br -2.759 -3.494 0.498  0.755
H -1.643 -2.854 -2.321  0.050
H -0.565 -3.859 -1.381  0.032
H -2.596 -5.500 -1.025  0.044
H -3.568 -4.217 -1.724  0.055
Br 6.820 -2.816 -1.706  0.565
C 5.812 -1.170 -1.435  -0.682
C 6.627 0.030 -1.816  -0.707
Br 7.341 0.005 -3.628  0.560
H 5.574 -1.100 -0.373  0.058
H 4.846 -1.221 -1.927  0.058
H 7.473 0.203 -1.158  0.049
H 5.997 0.916 -1.732  0.056

Values from the calculation:
ΔE to the lowest compared entry with this formula, charge and spin ... 0.282 eV
Gap between HOMO and LUMO ... 8.6 eV
Highest occupied orbital energy ... -0.1471 hartree
Charge ... -3

# 4
A cluster of 37 separate species, C21H102F5N3O36PS in total in a non-equilibrium geometry, computed with ωB97M-V/def2-TZVPD.

Last column: Löwdin charge in e.
CARTESIAN COORDINATES (ANGSTROEM)
C -0.566 -0.100 3.859  -0.105
C -0.603 -1.612 3.276  -0.227
C -2.035 -1.949 2.571  -0.186
C -2.142 -1.158 1.177  -0.243
C -1.302 -1.792 -0.031  -0.178
C -1.682 -0.911 -1.355  -0.202
C -1.919 -1.811 -2.661  -0.206
C -2.070 -0.866 -3.961  -0.177
C -3.224 0.273 -3.804  -0.163
C -2.621 1.733 -4.120  -0.096
C -2.108 2.504 -2.814  0.026
C -0.618 2.886 -2.504  0.024
C 0.709 2.604 -3.332  -0.312
F 0.859 3.620 -4.333  0.038
F 0.761 1.284 -3.856  0.043
C 1.993 2.761 -2.357  -0.076
C 2.513 4.154 -1.849  -0.008
C 3.708 4.353 -0.882  -0.014
C 4.474 3.107 -0.370  0.041
C 4.030 1.684 -0.874  -0.032
C 4.876 0.452 -0.297  -0.310
F 4.008 -0.709 -0.372  0.041
F 5.127 0.729 1.095  0.056
F 6.115 0.256 -1.006  0.052
C 2.813 1.514 -1.849  0.083
N -0.635 3.581 -1.229  0.112
C -1.993 3.673 -0.759  -0.301
P -2.257 4.590 0.874  0.471
S -1.399 3.587 2.334  0.274
N -2.891 3.016 -1.672  -0.085
N -4.274 2.888 -1.492  0.138
H -1.085 0.671 3.192  0.026
H 0.564 0.166 3.977  0.060
H -1.007 -0.074 4.939  0.062
H -0.517 -2.309 4.172  0.070
H 0.267 -1.813 2.558  0.096
H -2.145 -3.072 2.364  0.113
H -2.880 -1.573 3.271  0.078
H -1.842 -0.046 1.267  0.098
H -3.256 -1.177 0.870  0.116
H -1.613 -2.868 -0.279  0.103
H -0.167 -1.681 0.089  0.108
H -0.866 -0.117 -1.575  0.103
H -2.637 -0.325 -1.090  0.086
H -2.888 -2.438 -2.572  0.102
H -1.043 -2.531 -2.878  0.106
H -2.327 -1.577 -4.840  0.098
H -1.051 -0.400 -4.248  0.094
H -3.991 0.033 -4.638  0.103
H -3.800 0.208 -2.820  0.098
H -3.415 2.357 -4.677  0.124
H -1.737 1.574 -4.835  0.122
H 1.933 5.078 -2.205  0.108
H 3.971 5.424 -0.568  0.119
H 5.342 3.250 0.366  0.092
H 2.496 0.482 -2.218  0.109
H 0.110 4.003 -0.654  0.141
H -1.511 5.830 0.774  -0.004
H -3.613 4.954 1.150  0.011
H -4.422 3.176 -0.501  0.100
H -4.477 1.862 -1.499  0.126
O 3.644 2.747 -5.271  -0.045
H 4.047 2.481 -4.434  0.014
H 2.785 3.102 -5.014  -0.004
O 2.834 -3.446 -1.397  -0.055
H 3.340 -2.645 -1.198  -0.005
H 3.424 -4.165 -1.139  0.052
O -2.067 -4.718 -3.170  -0.077
H -1.460 -4.726 -3.926  -0.009
H -1.487 -4.613 -2.406  0.053
O -3.255 -7.021 -4.608  -0.052
H -2.767 -6.203 -4.430  -0.008
H -2.645 -7.720 -4.344  0.053
O 0.875 -3.740 4.507  -0.081
H 1.475 -3.759 3.752  0.050
H 1.461 -3.610 5.269  0.008
O -2.425 -4.208 -6.091  -0.048
H -2.859 -4.792 -6.727  0.065
H -3.118 -4.010 -5.444  0.051
O -5.192 -7.698 -6.981  -0.071
H -4.587 -7.705 -7.733  0.031
H -4.612 -7.596 -6.214  -0.011
O 6.005 -2.789 -0.674  -0.047
H 6.124 -1.834 -0.658  -0.017
H 6.781 -3.132 -0.212  0.052
O -1.915 0.783 6.919  -0.061
H -1.486 0.567 7.756  0.053
H -2.780 1.128 7.181  0.023
O -3.607 2.976 6.387  -0.055
H -2.824 3.159 5.850  0.032
H -4.324 3.412 5.911  0.063
O 3.251 -2.226 -4.098  -0.055
H 3.790 -1.919 -3.360  0.014
H 2.522 -2.697 -3.673  0.022
O -4.377 -3.739 -1.245  -0.070
H -4.259 -4.332 -2.003  0.003
H -3.812 -4.120 -0.561  0.036
O -2.697 7.800 0.546  -0.090
H -2.349 8.413 -0.114  0.041
H -3.635 7.730 0.327  0.050
O -5.844 -4.783 -3.537  -0.056
H -6.268 -5.371 -4.174  0.047
H -6.543 -4.584 -2.900  0.045
O 8.293 -0.793 1.015  -0.047
H 7.688 -0.925 1.757  0.040
H 7.782 -0.266 0.387  0.004
O -5.734 1.179 -5.647  -0.062
H -5.408 1.785 -6.323  0.043
H -6.678 1.098 -5.841  0.007
O 0.557 -2.564 7.111  -0.058
H 0.751 -3.090 7.897  0.049
H -0.173 -3.036 6.689  0.045
O -1.431 4.723 6.825  -0.063
H -0.890 5.092 7.536  0.010
H -2.134 4.245 7.288  0.023
O 6.670 3.355 2.185  -0.057
H 7.241 3.827 2.804  0.052
H 6.734 2.433 2.464  0.032
O 1.715 1.921 4.308  -0.082
H 2.653 2.092 4.166  0.034
H 1.444 2.610 4.929  0.029
O -1.037 7.051 -1.846  -0.048
H -0.478 7.532 -1.221  0.049
H -0.968 6.132 -1.562  -0.017
O -3.377 -1.532 -7.338  -0.073
H -2.879 -2.344 -7.169  -0.007
H -2.694 -0.868 -7.503  0.006
O -4.134 1.033 2.431  -0.087
H -3.657 0.212 2.614  -0.018
H -3.437 1.689 2.309  -0.051
O 3.418 -3.000 6.623  -0.050
H 4.358 -2.832 6.478  0.051
H 3.151 -2.315 7.249  0.042
O 5.194 -5.504 7.159  -0.070
H 5.033 -6.218 7.790  0.028
H 4.475 -4.881 7.325  0.004
O -3.923 -0.644 4.737  -0.056
H -3.371 -0.288 5.448  0.021
H -4.627 -1.116 5.200  0.061
O 6.370 0.773 -4.092  -0.045
H 6.538 0.203 -3.332  0.010
H 5.641 0.339 -4.554  0.033
O 2.415 4.196 2.108  -0.068
H 2.800 3.312 2.164  0.021
H 1.498 4.069 2.380  -0.025
O 6.438 -5.995 9.647  -0.069
H 7.037 -6.013 8.890  0.035
H 7.021 -5.869 10.406  0.041
O -0.375 -0.812 -7.795  -0.048
H 0.222 -0.817 -8.554  0.051
H 0.213 -0.711 -7.036  0.036
O -8.582 0.185 -6.427  -0.048
H -9.004 -0.400 -7.068  0.051
H -9.283 0.383 -5.793  0.047
O 2.642 2.840 6.519  -0.052
H 3.211 3.358 7.102  0.054
H 2.739 1.935 6.841  0.057
O 0.147 -4.917 -4.998  -0.043
H 0.559 -4.054 -5.131  0.050
H 0.816 -5.544 -5.300  0.065
O 6.299 -3.043 -5.231  -0.055
H 6.704 -3.317 -4.399  0.033
H 5.444 -2.678 -4.966  -0.003
O 0.740 5.921 8.663  -0.049
H 1.341 5.899 7.907  0.045
H 1.322 6.059 9.420  0.049
O 0.294 5.827 4.479  -0.083
H -0.117 5.259 3.815  -0.075
H -0.423 6.019 5.097  0.015

Values from the calculation:
Gap between HOMO and LUMO ... 7.4 eV
Highest occupied orbital energy ... -0.4130 hartree
Charge ... +1

> Look up the gap between HOMO and LUMO of the second one.

9.5 eV

> Among the records above, which one has the lowest gap between HOMO and LUMO?

C21H102F5N3O36PS